No. 1
Entry from the OMol25 dataset: an isolated molecule of C3H6BN in a non-equilibrium geometry (wB97M-V/def2-TZVPD).

Structure (XYZ):
```
11
Properties=species:S:1:pos:R:3:forces:R:3:mulliken_charge:R:1
N -0.18787 2.93997 1.07929 -0.16 1.13 0.44 -0.445
C -0.77761 -0.90475 0.96154 1.15 0.11 -0.18 -0.657
C 0.75066 -0.18141 -1.29477 3.17 -1.25 0.89 -0.789
C 0.01551 1.85284 0.79178 0.54 -4.27 -1.93 0.078
B 0.12289 0.01704 0.11150 -0.83 2.55 0.63 0.126
H 1.11275 -1.20584 -1.66874 -1.37 1.06 0.84 0.291
H -1.77632 -0.70484 0.47071 0.73 -0.75 0.51 0.313
H 1.74893 0.32662 -1.31231 -0.90 0.31 -0.10 0.279
H 0.11425 0.28220 -1.99539 -0.69 0.65 -1.10 0.330
H -0.33002 -1.95526 0.88176 -1.36 1.22 0.26 0.235
H -0.79315 -0.46657 1.97463 -0.27 -0.76 -0.27 0.237
```
Forces are in eV/Å.

Computed properties:
Energy relative to the best compared isomer or geometry (same formula, charge and spin) (eV): 0.856
Frontier orbital gap (eV): 11.40
Calculated total energy (eV): -5373.323
SMILES: CB(C)C#N
E_HOMO (eV): -11.459

No. 2
Entry from the OMol25 dataset: an isolated molecule of C3H6BN in a non-equilibrium geometry (wB97M-V/def2-TZVPD).

Structure (XYZ):
```
11
Properties=species:S:1:pos:R:3:forces:R:3:mulliken_charge:R:1
N -1.09761 2.36316 -1.58830 0.64 -1.41 1.03 -0.528
C -0.68376 1.46659 -0.96723 -0.90 1.91 -1.57 0.489
C -1.07284 -0.50860 0.78314 1.53 -2.16 0.31 -0.819
C 1.32089 -0.12782 -0.28984 1.51 -1.18 1.44 -1.081
B -0.14537 0.27833 -0.18650 0.22 -0.19 1.08 -0.058
H -1.25548 -1.55287 0.30345 0.13 1.61 0.80 0.286
H 2.10246 0.40876 -0.74027 0.38 1.11 -1.60 0.433
H 1.93101 -0.42894 0.59071 -1.18 0.56 0.77 0.362
H -0.45613 -0.72559 1.74199 -1.25 0.33 -1.43 0.251
H -1.99926 -0.02618 0.98266 -0.79 0.14 0.33 0.299
H 1.35609 -1.14684 -0.62982 -0.29 -0.73 -1.17 0.366
```
Forces are in eV/Å.

Computed properties:
Energy relative to the best compared isomer or geometry (same formula, charge and spin) (eV): 0.000
Frontier orbital gap (eV): 11.26
Calculated total energy (eV): -5374.180
SMILES: CB(C)C#N
E_HOMO (eV): -11.514

Please write out number 1 again, unchanged.
Entry from the OMol25 dataset: an isolated molecule of C3H6BN in a non-equilibrium geometry (wB97M-V/def2-TZVPD).

Structure (XYZ):
```
11
Properties=species:S:1:pos:R:3:forces:R:3:mulliken_charge:R:1
N -0.18787 2.93997 1.07929 -0.16 1.13 0.44 -0.445
C -0.77761 -0.90475 0.96154 1.15 0.11 -0.18 -0.657
C 0.75066 -0.18141 -1.29477 3.17 -1.25 0.89 -0.789
C 0.01551 1.85284 0.79178 0.54 -4.27 -1.93 0.078
B 0.12289 0.01704 0.11150 -0.83 2.55 0.63 0.126
H 1.11275 -1.20584 -1.66874 -1.37 1.06 0.84 0.291
H -1.77632 -0.70484 0.47071 0.73 -0.75 0.51 0.313
H 1.74893 0.32662 -1.31231 -0.90 0.31 -0.10 0.279
H 0.11425 0.28220 -1.99539 -0.69 0.65 -1.10 0.330
H -0.33002 -1.95526 0.88176 -1.36 1.22 0.26 0.235
H -0.79315 -0.46657 1.97463 -0.27 -0.76 -0.27 0.237
```
Forces are in eV/Å.

Computed properties:
Energy relative to the best compared isomer or geometry (same formula, charge and spin) (eV): 0.856
Frontier orbital gap (eV): 11.40
Calculated total energy (eV): -5373.323
SMILES: CB(C)C#N
E_HOMO (eV): -11.459

energy relative to the best compared isomer or geometry (same formula, charge and spin) of number 1 (C3H6BN)?
0.856 eV